(A)
Computed, not measured: 2 unconnected molecules or ions with the total composition C9H14O, with wB97M-V/def2-TZVPD.

Each atom is followed by the atoms it is bonded to, with distances in Å.
Element x y z (Å)
1 C 0.5971 -1.3824 -3.5503  C2 1.547, H3 1.095, H4 1.089, H5 1.091
2 C -0.8109 -2.0131 -3.4341  C1 1.547, H6 1.084, H7 1.089, H8 1.090
3 H 1.0944 -1.6564 -4.4869  C1 1.095
4 H 0.6291 -0.2957 -3.4847  C1 1.089
5 H 1.2311 -1.7670 -2.7494  C1 1.091
6 H -1.3599 -1.6971 -4.3136  C2 1.084
7 H -0.6733 -3.0830 -3.2861  C2 1.089
8 H -1.2111 -1.6990 -2.4702  C2 1.090
9 C 2.2393 -0.7830 2.3134  C13 1.526, H21 1.096, H22 1.095, H24 1.096
10 C -0.2527 0.3631 -0.2881  C11 1.430, C12 1.389, H17 1.085
11 C 0.8706 -0.3126 0.2824  C10 1.430, C13 1.415, H18 1.080
12 C -1.0529 1.2088 0.4696  C10 1.389, C14 1.413, O16 1.393
13 C 1.0161 -0.1272 1.6782  C9 1.526, C11 1.415, C15 1.363
14 C -0.9400 1.3352 1.8727  C12 1.413, C15 1.422, H20 1.078
15 C 0.1428 0.6012 2.4301  C13 1.363, C14 1.422, H23 1.091
16 O -1.9364 1.9869 -0.2752  C12 1.393, H19 0.968
17 H -0.3419 0.3892 -1.3695  C10 1.085
18 H 1.4344 -0.9250 -0.4054  C11 1.080
19 H -2.8394 1.8012 0.0217  O16 0.968
20 H -1.6844 1.9350 2.3706  C14 1.078
21 H 3.0638 -0.1035 2.5579  C9 1.096
22 H 2.6351 -1.5015 1.5888  C9 1.095
23 H 0.4213 0.7881 3.4684  C15 1.091
24 H 2.1010 -1.3394 3.2475  C9 1.096

As for the orbital gap (spin up / spin down): 0.105 / 0.260 hartree. As for the spin multiplicity: 2. The charge is -1. The value obtained for the HOMO energy (spin up / spin down) is 0.0299 / -0.1269 hartree.



(B)
Computed, not measured: 2 unconnected molecules or ions with the total composition C9H14O, with wB97M-V/def2-TZVPD.

Each atom is followed by the atoms it is bonded to, with distances in Å.
Element x y z (Å)
1 C 0.8133 2.5143 1.3559  C2 1.527, H3 1.087, H4 1.100, H5 1.075
2 C -0.5567 2.5939 2.0263  C1 1.527, H6 1.085, H7 1.079, H8 1.092
3 H 1.1733 3.5183 1.1446  C1 1.087
4 H 1.6545 2.0893 1.9240  C1 1.100
5 H 0.9145 2.0115 0.4111  C1 1.075
6 H -0.6073 2.0232 2.9482  C2 1.085
7 H -0.8141 3.6133 2.2684  C2 1.079
8 H -1.3239 2.2375 1.3365  C2 1.092
9 C -0.3330 1.0316 -1.7222  C10 1.523, H17 1.077, H18 1.076, H24 1.095
10 C -0.1515 -0.4211 -1.3024  C9 1.523, C11 1.392, C12 1.396
11 C -1.2603 -1.2050 -0.9964  C10 1.392, C13 1.435, H19 1.074
12 C 1.1309 -0.9499 -1.1458  C10 1.396, C14 1.424, H20 1.079
13 C -1.1044 -2.4876 -0.3712  C11 1.435, C15 1.394, H21 1.091
14 C 1.2974 -2.2493 -0.5874  C12 1.424, C15 1.391, H22 1.073
15 C 0.1874 -2.9610 -0.1454  C13 1.394, C14 1.391, O16 1.377
16 O 0.4382 -4.0961 0.5929  C15 1.377, H23 0.950
17 H 0.5611 1.5920 -1.5051  C9 1.077
18 H -1.1764 1.4675 -1.2153  C9 1.076
19 H -2.2411 -0.8423 -1.2398  C11 1.074
20 H 1.9658 -0.2929 -1.3324  C12 1.079
21 H -1.9695 -3.1351 -0.2225  C13 1.091
22 H 2.2478 -2.6520 -0.2958  C14 1.073
23 H -0.3798 -4.4838 0.8820  O16 0.950
24 H -0.4660 1.0839 -2.8082  C9 1.095

As for the orbital gap (spin up / spin down): 0.104 / 0.261 hartree. As for the spin multiplicity: 2. The charge is -1. The value obtained for the HOMO energy (spin up / spin down) is 0.0339 / -0.1238 hartree.



Stability check: which of them is most stable? (B).



(A)
Computed, not measured: a single C3H5NO2 molecule, with wB97M-V/def2-TZVPD.

Each atom is followed by the atoms it is bonded to, with distances in Å.
Element x y z (Å)
1 C 0.8908 0.9672 -0.3479  C2 1.455, N4 1.269, H7 1.085
2 C -0.5272 1.0054 -0.6719  C1 1.455, O5 1.411, H8 1.120, H9 1.183
3 C 0.1271 -0.9786 0.3662  N4 1.384, O5 1.481, O6 1.360, H10 1.098
4 N 1.2016 -0.1157 0.2361  C1 1.269, C3 1.384
5 O -0.9687 -0.2983 -0.3621  C2 1.411, C3 1.481
6 O -0.3553 -1.1664 1.6242  C3 1.360, H11 1.024
7 H 1.4369 1.7999 -0.7780  C1 1.085
8 H -1.1384 1.7012 -0.0413  C2 1.120
9 H -0.5625 1.1696 -1.8430  C2 1.183
10 H 0.4268 -1.9426 -0.0649  C3 1.098
11 H -0.5310 -2.1417 1.8826  O6 1.024

As for the orbital gap (spin up / spin down): 0.238 / 0.267 hartree. As for the spin multiplicity: 3. The charge is 0. The value obtained for the HOMO energy (spin up / spin down) is -0.2107 / -0.3745 hartree.



(B)
Computed, not measured: a single C3H5NO2 molecule, with wB97M-V/def2-TZVPD.

Each atom is followed by the atoms it is bonded to, with distances in Å.
Element x y z (Å)
1 C -0.0719 -0.1290 -0.3539  C3 1.474, N4 1.330
2 C -0.2739 -0.4347 1.8322  O6 1.361, H7 1.038, H8 1.042
3 C -0.4982 0.5908 -1.5676  C1 1.474, H9 1.003, H10 1.061, H11 1.031
4 N 1.1178 -0.4904 0.1175  C1 1.330, O5 1.234, O6 1.480
5 O 2.1297 -0.6955 -0.5584  N4 1.234
6 O 0.9883 -0.8575 1.5458  C2 1.361, N4 1.480
7 H -0.5160 0.5673 1.9531  C2 1.038
8 H -1.0899 -0.9589 2.2135  C2 1.042
9 H -0.7612 -0.1221 -2.2226  C3 1.003
10 H 0.2350 1.3379 -1.7408  C3 1.061
11 H -1.2596 1.1921 -1.2188  C3 1.031

As for the orbital gap (spin up / spin down): 0.300 / 0.247 hartree. As for the spin multiplicity: 3. The charge is 0. The value obtained for the HOMO energy (spin up / spin down) is -0.2715 / -0.3222 hartree.



Stability check: which of them is most stable? (A).